--- i ---
Entry from the OMol25 dataset: one molecule with the formula C3H3NO2 (ωB97M-V/def2-TZVPD).

ORCA input file:
```
! RIJCOSX wB97M-V def2-TZVPD def2/J DEFGRID3
* xyz 0 1
C -0.9386 -0.0965 0.0746
O -0.6946 1.1330 -0.6473
C 0.6768 1.0185 -0.5878
O 1.4908 1.7592 -1.0300
C 0.5575 -0.2959 0.1802
N 1.3308 -1.1583 0.6622
H 0.7178 -1.8673 1.0700
H -1.4651 0.0815 1.0165
H -1.4715 -0.8292 -0.5380
*
```

Summary:
Highest occupied orbital energy = -0.3967 Eh
Molar mass = 85.06 g mol⁻¹
SMILES = [H]/N=C1\COC1=O
Gap between HOMO and LUMO = 0.3920 Eh

Which charges does Löwdin predict for the atoms? In e, they are:
1. C -0.0820
2. O 0.0414
3. C -0.4044
4. O 0.1703
5. C -0.2529
6. N 0.1952
7. H 0.0741
8. H 0.1292
9. H 0.1293

***

--- ii ---
Entry from the OMol25 dataset: one molecule with the formula C3H3NO2 (ωB97M-V/def2-TZVPD).

ORCA input file:
```
! RIJCOSX wB97M-V def2-TZVPD def2/J DEFGRID3
* xyz 0 1
C 1.1261 -0.5890 -0.5009
C -1.9017 0.1941 0.0691
C -0.8046 -0.0670 0.8321
N 1.8465 0.4915 -0.5849
O -2.9238 0.2900 -0.4281
O 0.0779 -0.9507 0.2309
H 1.3685 -1.3552 -1.2083
H 1.7261 1.2456 0.0740
H -0.5150 0.7406 1.5160
*
```

Summary:
Highest occupied orbital energy = -0.3458 Eh
Molar mass = 85.06 g mol⁻¹
SMILES = [H]/N=C\OC=C=O
Gap between HOMO and LUMO = 0.3593 Eh

Which charges does Löwdin predict for the atoms? In e, they are:
1. C -0.3033
2. C -0.1258
3. C -0.1139
4. N 0.1122
5. O 0.2252
6. O -0.0564
7. H 0.1134
8. H 0.0302
9. H 0.1184

***

Top of the stability list: i, leading by 133.8 kJ/mol.

***

--- i ---
Entry from the OMol25 dataset: one molecule with the formula C3H3NO2 (ωB97M-V/def2-TZVPD).

ORCA input file:
```
! RIJCOSX wB97M-V def2-TZVPD def2/J DEFGRID3
* xyz 0 1
C 0.9057 0.1890 -0.0567
O 0.2030 0.6479 -1.2265
C -1.0331 0.1752 -0.8721
O -2.0566 0.2485 -1.4671
C -0.5102 -0.3838 0.4155
N -0.8207 -1.0122 1.4596
H 0.1751 -0.8988 1.6704
H 1.7234 -0.5066 -0.3297
H 1.3751 1.0344 0.4838
*
```

Summary:
Highest occupied orbital energy = -0.4040 Eh
Molar mass = 85.06 g mol⁻¹
SMILES = [H]/N=C1\COC1=O
Gap between HOMO and LUMO = 0.3944 Eh

Which charges does Löwdin predict for the atoms? In e, they are:
1. C -0.0709
2. O 0.0301
3. C -0.4207
4. O 0.1736
5. C -0.2414
6. N 0.2127
7. H 0.0627
8. H 0.1270
9. H 0.1270

***

--- ii ---
Entry from the OMol25 dataset: one molecule with the formula C3H3NO2 (ωB97M-V/def2-TZVPD).

ORCA input file:
```
! RIJCOSX wB97M-V def2-TZVPD def2/J DEFGRID3
* xyz 0 1
C 0.0603 0.3748 0.2564
C 1.5887 0.2288 -0.0478
C -0.2942 1.5823 0.6083
N -0.8418 -0.7179 -0.1149
O -0.4557 2.7308 0.7646
O 1.6981 -0.9798 -0.4186
H -1.6188 -0.8242 0.5039
H -1.1469 -0.7708 -1.0730
H 1.0104 -1.6241 -0.4789
*
```

Summary:
Highest occupied orbital energy = -0.3282 Eh
Molar mass = 85.06 g mol⁻¹
Gap between HOMO and LUMO = 0.3353 Eh

Which charges does Löwdin predict for the atoms? In e, they are:
1. C -0.3069
2. C -0.0345
3. C -0.1372
4. N 0.0467
5. O 0.1946
6. O 0.0034
7. H 0.0737
8. H 0.0844
9. H 0.0759

***

Top of the stability list: i, leading by 154.4 kJ/mol.

***

--- i ---
Entry from the OMol25 dataset: one molecule with the formula C8H8N2O2 (ωB97M-V/def2-TZVPD).

ORCA input file:
```
! RIJCOSX wB97M-V def2-TZVPD def2/J DEFGRID3
* xyz 0 1
C 1.8820 -0.9291 -1.7094
C 2.0934 -1.6566 -0.5892
C 0.8853 0.0876 -1.6952
C 1.2614 -1.5201 0.5172
C 0.0578 0.2298 -0.6663
C 0.2512 -0.5917 0.4455
C -1.2377 1.0515 -0.6531
C -1.4791 1.7173 0.7229
N -0.6066 -0.4546 1.5584
N -1.1846 0.8085 1.8590
O -0.7074 -1.3398 2.4606
O -1.8867 0.8569 2.9116
H 2.5723 -0.9539 -2.5296
H 2.9297 -2.3688 -0.5418
H 0.6708 0.5658 -2.7009
H 1.2983 -2.2294 1.2965
H -1.4053 1.8066 -1.3616
H -1.7955 0.1578 -0.8558
H -1.0179 2.7392 0.6698
H -2.5814 2.0229 0.8615
*
```

Summary:
Highest occupied orbital energy (spin up / spin down) = -0.3191 / -0.3020 Eh
Molar mass = 164.16 g mol⁻¹
Gap between HOMO and LUMO (spin up / spin down) = 0.3040 / 0.2998 Eh

Which charges does Löwdin predict for the atoms? In e, they are:
1. C -0.0738
2. C -0.0851
3. C -0.0436
4. C 0.0139
5. C -0.1910
6. C -0.1384
7. C -0.0863
8. C -0.0837
9. N -0.1349
10. N -0.1710
11. O 0.0185
12. O -0.0022
13. H 0.1003
14. H 0.1181
15. H 0.1402
16. H 0.1083
17. H 0.1022
18. H 0.1258
19. H 0.1342
20. H 0.1484

***

--- ii ---
Entry from the OMol25 dataset: C8H8N2O2 as an isolated structure (ωB97M-V/def2-TZVPD).

ORCA input file:
```
! RIJCOSX wB97M-V def2-TZVPD def2/J DEFGRID3
* xyz 0 1
C -1.8747 0.6088 1.6876
C -0.5611 -1.1639 -0.8297
C -1.0503 -0.0018 -1.1358
C 0.7101 0.4583 1.3447
C -0.3916 -1.2073 0.6932
C -0.6985 0.1527 1.1734
C 2.2428 -1.4864 0.7955
C -0.8713 2.1022 -2.0845
N -2.9422 1.0222 1.8526
N 1.0008 -0.8255 0.9969
O 1.3943 1.3685 1.7247
O -1.3905 0.6834 -2.1385
H -0.3945 -2.0629 -1.4580
H -0.6038 -2.1349 1.2575
H 2.2688 -1.6516 -0.2340
H 3.1544 -0.8075 1.1156
H 2.4329 -2.4322 1.3008
H 0.1579 2.1371 -1.9907
H -1.2665 2.5493 -1.1305
H -1.3171 2.6914 -2.9406
*
```

Summary:
Highest occupied orbital energy (spin up / spin down) = -0.3196 / -0.3247 Eh
Molar mass = 164.16 g mol⁻¹
Gap between HOMO and LUMO (spin up / spin down) = 0.2752 / 0.2989 Eh

Which charges does Löwdin predict for the atoms? In e, they are:
1. C -0.1885
2. C 0.0034
3. C -0.1213
4. C -0.4562
5. C -0.1925
6. C -0.1148
7. C -0.0264
8. C 0.0392
9. N 0.1607
10. N -0.0568
11. O 0.0933
12. O -0.0043
13. H 0.1253
14. H 0.1655
15. H 0.0577
16. H 0.1430
17. H 0.0830
18. H 0.0629
19. H 0.1111
20. H 0.1157

***

Top of the stability list: i, leading by 67.1 kJ/mol.

***

--- i ---
Entry from the OMol25 dataset: a 2-piece molecular cluster, C6H12NO overall (ωB97M-V/def2-TZVPD).

ORCA input file:
```
! RIJCOSX wB97M-V def2-TZVPD def2/J DEFGRID3
* xyz 1 1
C -3.2663 -0.2458 0.3254
C -2.0671 0.2727 0.3019
C -3.9773 -0.6462 -0.9779
C 2.5549 0.9876 -1.0256
C 3.0380 -1.2362 -0.2296
C 2.0817 -0.1542 -0.2171
N -1.1371 1.1475 0.3756
O 1.0640 -0.2326 0.4386
H -4.9562 -0.7646 -0.5377
H -3.9559 0.1183 -1.7283
H -3.6012 -1.6619 -1.1667
H 1.8614 1.1881 -1.8709
H 2.5921 1.9131 -0.3485
H 3.5030 0.5987 -1.2703
H 3.9908 -1.1188 0.1509
H 2.6130 -2.1836 0.1628
H 3.3109 -1.3491 -1.3252
H -0.1331 0.7688 0.3783
H -1.1354 2.1520 0.4424
H -3.6301 -0.4557 1.4201
*
```

Summary:
Highest occupied orbital energy = -0.5099 Eh
Molar mass = 114.17 g mol⁻¹
Gap between HOMO and LUMO = 0.3689 Eh

Which charges does Löwdin predict for the atoms? In e, they are:
1. C -0.0583
2. C 0.0013
3. C -0.0308
4. C 0.0019
5. C -0.0139
6. C -0.4982
7. N 0.2189
8. O 0.0551
9. H 0.0775
10. H 0.0873
11. H 0.1030
12. H 0.1171
13. H 0.1357
14. H 0.0574
15. H 0.0808
16. H 0.1165
17. H 0.1314
18. H 0.0767
19. H 0.1537
20. H 0.1868

***

--- ii ---
Entry from the OMol25 dataset: an isolated ion of composition C6H12NO and charge +1 (ωB97M-V/def2-TZVPD).

ORCA input file:
```
! RIJCOSX wB97M-V def2-TZVPD def2/J DEFGRID3
* xyz 1 1
C 0.2954 -0.7338 0.8421
C -1.3861 -2.0618 -0.3598
C 0.1996 0.9011 0.5954
C 0.2361 1.5700 -0.6252
C -0.0471 1.6810 1.8645
C 0.0201 0.9184 -1.9756
N -0.1646 -1.5834 -0.1878
O 1.5417 1.2896 0.0633
H 1.2678 -1.0751 1.2531
H -0.4797 -0.7561 1.5842
H -1.7499 -2.6281 -1.3023
H -2.2997 -1.6557 0.2592
H 0.1761 2.6982 1.6331
H 0.7238 1.2674 2.5272
H -1.0724 1.5906 2.3087
H 0.2104 -0.2059 -1.7724
H 0.7295 1.3816 -2.6577
H -1.0570 0.9841 -2.1981
H 2.1061 0.4982 -0.3268
H 0.4851 -1.7860 -1.0254
*
```

Summary:
Highest occupied orbital energy (spin up / spin down) = -0.4064 / -0.4065 Eh
Molar mass = 114.17 g mol⁻¹
Gap between HOMO and LUMO (spin up / spin down) = 0.2067 / 0.2068 Eh

Which charges does Löwdin predict for the atoms? In e, they are:
1. C -0.0795
2. C 0.1478
3. C -0.3909
4. C -0.1873
5. C 0.0098
6. C -0.0398
7. N -0.0433
8. O 0.0426
9. H 0.1596
10. H 0.1184
11. H 0.1471
12. H 0.1574
13. H 0.0893
14. H 0.1021
15. H 0.1211
16. H 0.0543
17. H 0.0886
18. H 0.0992
19. H 0.2094
20. H 0.1939

***

Top of the stability list: i, leading by 425.6 kJ/mol.